No. 1
# C64H86N10O16

A cluster of 12 separate species, C64H86N10O16 in total (wB97M-V/def2-TZVPD, the OMol25 dataset).

The geometry in XYZ format:
```
176
Properties=species:S:1:pos:R:3:forces:R:3:mulliken_charge:R:1
C -13.842 19.306 -24.178 -0.41 -0.44 -0.69 -0.4077
C -13.395 18.477 -25.438 2.05 -0.31 -1.55 -0.0661
C -12.282 19.243 -26.343 -0.90 0.49 1.31 -0.5386
O -11.719 18.408 -27.284 -2.14 -3.15 2.81 -0.3743
C -10.971 18.999 -28.210 2.31 2.58 -1.50 -0.7013
N -12.730 17.258 -24.931 -1.61 2.59 0.96 -0.0213
H -14.666 18.714 -23.779 0.15 0.16 0.55 0.5939
H -14.287 20.247 -24.502 0.16 0.03 -0.36 0.4793
H -13.056 19.527 -23.457 0.00 -0.27 -0.13 -0.3897
H -14.243 18.166 -26.048 0.08 0.17 0.02 0.5786
H -11.520 19.695 -25.708 0.31 -0.34 0.60 0.0624
H -12.752 20.140 -26.745 -0.45 -0.06 -0.59 0.5201
H -10.152 19.582 -27.789 0.01 0.58 0.66 0.2601
H -11.627 19.724 -28.692 0.40 -0.06 -1.20 0.3424
H -10.340 18.323 -28.788 -1.16 -0.46 -0.56 0.2998
H -13.326 16.539 -24.547 -0.21 -0.95 -0.61 0.3870
H -12.139 17.571 -24.174 1.42 -0.32 0.46 0.0610
C -10.198 25.010 -16.026 -1.78 -0.26 -1.76 -1.4986
C -10.260 23.766 -16.941 0.55 0.35 -0.85 1.6027
C -9.574 23.912 -18.341 0.13 0.19 -0.69 -0.9446
O -10.159 24.704 -19.415 -0.27 0.50 0.55 0.0548
C -9.283 24.990 -20.533 0.22 -0.63 1.28 -0.3629
N -9.593 22.772 -16.086 1.02 0.24 0.19 -0.6214
H -10.768 24.619 -15.183 0.56 0.87 0.57 0.4229
H -10.774 25.777 -16.544 -0.26 0.26 0.24 0.1798
H -9.225 25.475 -15.868 0.16 -0.69 0.36 0.4333
H -11.279 23.454 -17.166 -0.26 0.11 0.48 -0.5304
H -9.590 22.894 -18.732 0.76 -0.29 -0.02 0.2318
H -8.589 24.345 -18.164 0.48 -0.47 -0.03 0.2679
H -8.372 25.510 -20.236 -0.10 0.53 0.41 0.3753
H -9.812 25.585 -21.277 -0.16 -0.30 0.17 -0.0631
H -8.861 24.069 -20.936 -0.46 -0.37 -0.44 0.0476
H -9.293 21.840 -16.333 -0.89 -0.28 -1.14 0.2675
H -8.690 23.195 -15.925 0.29 0.19 0.63 0.2647
C -10.239 15.207 -19.862 0.25 0.42 2.54 -1.7149
C -11.013 15.584 -21.089 -0.08 1.10 0.74 1.1409
C -10.861 17.092 -21.470 0.65 -0.43 0.60 -1.6465
O -12.026 17.687 -22.044 2.41 -0.72 -0.94 0.1365
C -12.994 17.877 -21.087 -1.68 0.25 0.00 -0.7784
N -10.560 14.790 -22.187 -0.12 -0.24 -1.85 -0.7415
H -10.587 15.683 -18.946 -0.89 0.59 -0.03 0.3402
H -9.206 15.531 -19.739 0.39 -0.34 -1.09 0.3368
H -10.340 14.173 -19.531 0.24 -0.29 -0.85 0.3872
H -12.059 15.360 -20.884 -0.15 0.19 0.06 0.1272
H -10.018 17.210 -22.151 -0.19 -0.23 -0.65 0.8652
H -10.458 17.680 -20.645 -0.76 0.24 0.59 0.4616
H -12.606 18.324 -20.171 -0.10 0.21 0.01 0.6638
H -13.504 16.940 -20.864 -0.08 -0.04 0.31 0.1492
H -13.690 18.517 -21.629 -0.41 0.23 0.85 -0.2945
H -10.257 15.478 -22.861 0.67 -0.42 -0.49 0.2574
H -11.345 14.378 -22.671 -0.13 -0.55 0.09 0.3175
C -10.682 21.145 -22.982 0.84 0.51 0.18 1.2373
C -9.172 21.187 -23.323 -1.11 0.82 0.15 0.0923
C -8.237 20.774 -22.142 1.62 0.19 -2.37 -0.5403
O -6.916 21.068 -22.722 0.67 -0.48 1.31 -0.3842
C -5.786 20.829 -21.843 0.05 1.20 0.31 -0.8833
N -8.973 20.451 -24.589 0.40 -0.84 1.43 -0.5752
H -11.367 21.483 -23.759 0.62 -0.03 -0.41 -0.7046
H -10.839 21.877 -22.190 -0.35 -0.51 0.53 0.2366
H -10.986 20.122 -22.759 -0.03 -0.05 0.64 -0.6375
H -8.899 22.220 -23.538 -0.01 0.16 0.12 0.2236
H -8.177 19.690 -22.036 -0.76 -0.20 0.71 0.3298
H -8.346 21.359 -21.229 -0.41 -0.22 0.09 0.2569
H -5.737 21.517 -20.999 -0.71 0.55 0.13 0.3013
H -4.853 21.091 -22.342 -0.29 -0.38 -0.64 0.3100
H -5.646 19.886 -21.314 -0.65 -0.74 -0.77 0.3319
H -8.040 20.080 -24.475 1.07 0.47 -0.77 0.3598
H -9.424 19.577 -24.360 -0.89 -0.62 -0.43 0.1646
C -15.472 18.458 -17.150 0.71 -1.96 1.29 -0.5573
C -15.352 17.454 -16.121 -0.07 1.57 -1.44 -0.6491
C -15.357 16.114 -16.480 0.28 -0.21 0.92 -0.3560
C -15.511 15.652 -17.783 1.01 0.95 0.42 -0.5561
C -15.500 16.618 -18.771 -1.15 -0.95 0.53 -0.5018
C -15.514 17.970 -18.423 -0.77 -0.14 -1.90 -0.0580
H -15.400 19.526 -17.009 -0.29 -0.01 0.43 0.5907
H -15.233 17.801 -15.105 0.01 -0.33 0.19 0.4059
H -15.141 15.372 -15.725 -0.35 -0.02 0.34 0.4032
H -15.498 14.587 -17.965 -0.15 0.00 -0.21 0.4095
H -15.725 16.236 -19.756 0.29 0.57 -0.47 0.5072
H -15.753 18.616 -19.254 0.41 0.53 -0.08 0.4324
C -14.310 21.462 -21.312 0.38 -0.61 2.64 -1.0930
C -14.170 21.515 -19.909 -0.18 -0.10 -0.01 -0.2319
C -13.621 22.618 -19.310 -0.18 1.24 0.20 -0.9883
C -13.258 23.722 -20.067 0.60 0.19 -0.61 -0.5739
C -13.437 23.726 -21.434 0.09 -1.04 -0.41 1.1264
C -13.880 22.533 -22.038 -0.96 0.77 -0.89 -0.3669
H -14.797 20.548 -21.620 0.07 0.11 -0.97 0.8431
H -14.528 20.731 -19.258 -0.03 -0.31 -0.18 0.3279
H -13.595 22.830 -18.252 0.17 -0.89 0.35 0.5546
H -12.720 24.543 -19.615 -0.33 0.25 0.25 0.4174
H -13.227 24.600 -22.033 0.15 0.00 -0.07 0.1257
H -14.111 22.485 -23.092 0.31 0.29 -0.32 -0.2571
C -12.281 23.596 -25.271 0.27 1.38 1.20 0.3388
C -11.101 24.131 -25.856 -1.02 -0.42 -0.21 -0.3866
C -11.201 25.279 -26.613 -1.28 1.64 -0.39 -0.5695
C -12.443 25.996 -26.751 -0.28 -3.05 2.03 -0.2693
C -13.555 25.548 -25.969 1.24 -0.31 -0.50 -0.4245
C -13.406 24.386 -25.135 0.13 1.13 -2.20 -0.2588
N -12.584 27.094 -27.703 1.53 0.36 0.76 1.0221
O -11.536 27.634 -28.078 -1.41 -0.57 0.04 -0.5990
O -13.711 27.416 -27.980 -0.18 0.38 -0.51 -0.5969
H -12.408 22.730 -24.639 1.01 -0.39 -0.27 -0.5642
H -10.126 23.679 -25.754 -0.08 -0.35 -0.05 0.5419
H -10.363 25.731 -27.123 0.24 -0.21 0.06 0.4781
H -14.525 26.010 -26.075 0.09 0.30 0.21 0.6032
H -14.187 24.023 -24.484 -0.38 0.34 -0.24 0.5416
C -10.094 17.035 -14.445 -0.84 -0.18 -2.28 -0.5997
C -9.934 18.400 -14.172 0.67 -2.74 0.64 -0.6018
C -10.683 19.315 -14.822 -1.26 1.52 -1.85 -0.4952
C -11.623 18.933 -15.806 0.60 -1.13 1.37 0.0788
C -11.865 17.537 -16.050 -0.19 2.85 0.01 -0.1104
C -11.055 16.614 -15.443 0.79 0.59 1.34 -0.6852
N -12.298 20.003 -16.547 -0.55 2.08 -0.42 0.9560
O -12.490 21.132 -15.989 0.47 -3.16 -1.29 -0.5507
O -12.585 19.773 -17.732 0.25 0.19 1.78 -0.2666
H -9.361 16.333 -14.075 -0.25 -0.17 0.32 0.3774
H -9.147 18.622 -13.466 -0.11 0.56 0.02 0.4174
H -10.470 20.366 -14.691 -0.24 0.20 0.08 0.5961
H -12.734 17.268 -16.633 0.24 -0.15 -0.45 0.3708
H -11.249 15.613 -15.797 0.45 -0.41 0.64 0.4205
C -16.068 31.838 -22.441 1.01 -2.86 -0.26 -0.7290
C -15.852 31.333 -23.716 0.24 0.75 -0.71 -0.4739
C -15.542 30.001 -24.044 -1.19 -1.40 0.92 -0.9313
C -15.584 29.028 -23.022 0.10 2.80 1.01 0.4732
C -15.703 29.537 -21.679 0.71 -1.59 -1.31 -0.2153
C -15.837 30.892 -21.404 -2.00 1.12 -0.65 -0.3776
N -15.542 27.571 -23.313 -1.25 -0.06 -2.44 0.9963
O -16.012 27.198 -24.446 1.45 1.08 3.10 -0.5997
O -15.110 26.822 -22.467 -0.07 0.13 -0.24 -0.4525
H -16.449 32.844 -22.341 0.28 0.00 0.43 0.4746
H -15.956 32.100 -24.469 0.06 -0.40 -0.70 0.3679
H -15.529 29.570 -25.034 0.26 0.63 -0.41 0.5656
H -15.651 28.757 -20.934 -0.18 0.33 0.55 0.4548
H -16.168 31.291 -20.456 0.63 -0.66 0.70 0.4344
C -12.580 30.122 -19.922 0.48 -2.01 0.50 -0.4590
C -12.403 30.622 -21.176 0.55 0.60 -0.34 -0.6559
C -12.131 29.815 -22.304 -0.16 -0.62 0.39 -0.5451
C -11.988 28.441 -22.111 -1.79 -0.90 1.74 -0.4771
C -12.394 27.882 -20.815 2.04 0.19 -2.04 0.3602
C -12.492 28.717 -19.749 -1.12 1.11 0.38 -0.5701
N -11.619 27.473 -23.205 0.64 2.51 -2.01 1.0175
O -11.713 26.279 -23.011 0.11 0.63 -0.14 -0.3019
O -11.189 28.023 -24.275 -1.21 -1.82 2.80 -0.6383
H -12.789 30.703 -19.036 0.18 0.42 -0.19 0.4472
H -12.317 31.697 -21.218 -0.48 0.16 -0.68 0.4203
H -12.182 30.262 -23.286 0.69 -0.08 -0.10 0.4927
H -12.443 26.820 -20.625 0.21 -0.13 -0.40 0.4349
H -12.623 28.303 -18.761 -0.17 -0.10 0.06 0.5056
C -13.669 25.415 -15.231 -1.81 -0.30 0.66 -0.2801
C -13.787 26.823 -15.287 -0.19 -1.49 -1.79 -0.9751
C -14.689 27.346 -16.241 -0.34 -0.07 1.03 -0.1212
C -15.620 26.554 -16.890 1.95 -0.19 0.65 -0.2746
C -15.631 25.130 -16.618 -0.94 2.56 -2.34 0.0725
C -14.671 24.569 -15.836 0.74 1.46 0.48 -0.5497
N -16.340 27.263 -17.996 -0.17 -1.63 -0.19 1.0328
O -15.882 28.285 -18.497 -0.42 -0.77 0.84 -0.6016
O -17.315 26.648 -18.395 -0.01 0.65 -0.17 -0.5774
H -13.008 24.879 -14.567 0.45 0.41 0.02 0.6467
H -13.122 27.545 -14.836 0.19 -0.40 0.37 0.3875
H -14.727 28.417 -16.375 0.08 0.05 -0.24 0.4941
H -16.298 24.546 -17.235 -0.27 -0.20 0.31 0.1849
H -14.789 23.502 -15.722 0.80 -0.11 0.33 0.4987
C -17.667 22.922 -19.383 -0.91 -0.58 -1.05 -0.1049
C -18.829 23.702 -19.128 1.38 -2.41 0.38 -0.6790
C -19.972 23.528 -19.902 0.31 1.15 1.04 -0.4366
C -19.902 22.845 -21.095 0.32 -0.10 0.01 -0.2193
C -18.705 22.215 -21.434 0.26 -0.93 0.09 -0.3972
C -17.649 22.090 -20.527 -0.74 2.01 -0.02 0.1751
N -21.074 22.690 -21.967 -2.45 0.23 -1.75 0.9651
O -22.100 23.388 -21.859 2.19 -0.44 1.09 -0.5664
O -21.029 21.843 -22.856 0.94 0.16 0.78 -0.5616
H -16.818 22.865 -18.718 -0.02 0.29 0.21 0.3091
H -18.900 24.095 -18.124 -0.13 0.69 -0.20 0.4357
H -20.818 23.994 -19.420 -0.65 -0.17 -0.87 0.4249
H -18.525 21.709 -22.371 -0.72 0.02 -0.19 0.4543
H -16.812 21.498 -20.867 0.15 0.11 0.45 0.1865
```
Positions in Å, forces in eV/Å.

Properties
HOMO level (spin up / spin down): -0.4050 / -0.4050 hartree
lowest unoccupied orbital energy (spin up / spin down): -0.10363 / -0.28497 Ha
charge: +1
Kohn-Sham gap (spin up / spin down): 8.2 / 3.3 eV
2S+1: 2


No. 2
# C19H25BN5O2

A cluster of 4 separate species, C19H25BN5O2 in total (wB97M-V/def2-TZVPD, the OMol25 dataset).

The geometry in XYZ format:
```
52
Properties=species:S:1:pos:R:3:forces:R:3:mulliken_charge:R:1
C -3.756 4.534 -1.565 0.84 -0.62 0.76 -1.1936
C -3.563 3.235 -0.658 -0.62 0.03 -0.32 0.6482
O -4.380 2.316 -0.793 1.30 1.19 0.09 -0.5830
N -2.453 3.279 0.277 -0.86 -0.23 0.64 0.2233
C -3.013 3.480 1.636 -0.70 0.98 0.19 -0.9151
C -1.575 2.074 0.173 -0.13 -0.73 -2.56 -1.2483
B -1.003 2.065 -1.344 -0.58 -0.11 1.64 0.6754
N 0.157 2.914 -1.746 -1.43 -0.05 -0.71 -0.6690
O -1.601 1.207 -2.326 0.89 0.55 0.19 -0.6930
H -2.918 5.259 -1.356 -1.00 -0.70 -0.19 0.2723
H -3.689 4.207 -2.634 -0.38 0.39 0.86 0.2670
H -4.753 4.969 -1.287 0.88 -0.36 -0.56 0.3676
H -4.112 3.188 1.656 1.18 -0.01 0.30 0.2810
H -2.423 2.913 2.400 -0.47 0.36 -0.88 0.3486
H -2.994 4.584 1.914 0.05 -1.04 -0.18 0.2209
H -2.152 1.098 0.274 0.17 1.07 0.26 0.2909
H 0.101 3.807 -1.249 0.25 -0.53 -0.01 0.2165
H 0.163 3.097 -2.755 0.06 0.07 0.42 0.1802
H -2.439 0.890 -1.960 0.39 0.08 0.12 0.2672
N 4.713 0.324 -2.282 -0.30 0.09 -0.30 -0.5656
C 3.495 0.719 -1.884 0.48 -0.15 -0.04 -0.4625
C 2.442 0.971 -2.750 -0.20 -0.15 -0.12 0.1105
C 2.661 0.808 -4.109 0.03 -0.01 -0.02 -0.3635
C 3.913 0.401 -4.548 -0.06 0.04 0.04 -0.3634
C 4.897 0.173 -3.600 0.07 0.01 0.39 -0.2403
H 3.374 0.836 -0.813 -0.11 0.03 -0.03 0.4890
H 1.477 1.287 -2.369 0.25 -0.01 0.04 0.3965
H 1.864 0.995 -4.819 0.00 -0.02 0.05 0.4026
H 4.120 0.264 -5.602 0.03 -0.01 0.03 0.3449
H 5.891 -0.150 -3.894 -0.02 0.00 -0.07 0.3325
N -1.815 -1.381 0.462 -0.02 -0.77 -0.06 -0.2065
C -0.729 -2.147 0.616 -0.27 0.41 0.00 -0.3797
C -0.707 -3.513 0.379 -0.07 -0.14 -0.05 -0.4365
C -1.878 -4.124 -0.039 -0.01 -0.06 -0.01 -0.1988
C -3.018 -3.352 -0.205 0.09 -0.08 0.01 -0.5544
C -2.933 -1.993 0.056 0.24 0.37 0.12 -0.2196
H 0.162 -1.623 0.948 0.02 -0.05 -0.01 0.4251
H 0.203 -4.082 0.519 0.02 0.09 0.04 0.4128
H -1.903 -5.190 -0.234 0.00 0.03 0.00 0.3516
H -3.952 -3.794 -0.530 0.01 0.04 0.00 0.3571
H -3.796 -1.345 -0.062 -0.01 -0.01 -0.01 0.4013
N 2.215 -3.325 2.649 0.12 0.06 0.52 -0.3882
C 2.559 -2.099 3.064 -0.12 -0.28 -0.37 -0.2173
C 2.849 -1.783 4.382 0.00 -0.10 0.10 -0.5267
C 2.777 -2.792 5.329 0.03 0.03 0.07 -0.1233
C 2.421 -4.070 4.926 0.03 0.07 0.02 -0.4980
C 2.154 -4.282 3.583 -0.03 0.20 -0.39 -0.0675
H 2.599 -1.343 2.288 0.00 0.05 0.06 0.4480
H 3.124 -0.774 4.658 -0.03 -0.02 -0.05 0.3494
H 2.995 -2.585 6.370 -0.01 0.00 -0.04 0.3517
H 2.353 -4.883 5.637 -0.01 0.00 -0.04 0.3410
H 1.875 -5.265 3.219 -0.01 -0.02 0.07 0.3407
```
Positions in Å, forces in eV/Å.

Properties
HOMO level: -0.0697 hartree
lowest unoccupied orbital energy: 0.09403 Ha
charge: -1
Kohn-Sham gap: 4.5 eV
energy relative to the best compared isomer or geometry (same formula, charge and spin): 13.2 kcal per mole


No. 3
# C8H12

The molecule C8H12 (wB97M-V/def2-TZVPD, the OMol25 dataset).

The geometry in XYZ format:
```
20
Properties=species:S:1:pos:R:3:forces:R:3:mulliken_charge:R:1
C 2.872 0.825 -0.370 -0.43 0.18 -0.49 -1.2451
C 1.853 -0.032 0.289 1.57 -0.97 0.18 0.0322
C 1.227 -1.083 -0.515 0.43 1.27 -0.06 -0.6669
C -1.079 -0.089 -0.550 2.28 0.97 -0.54 -0.5854
C 0.034 -0.408 0.185 -2.40 -1.84 0.49 0.9562
C -0.211 -0.814 1.633 1.17 1.11 0.47 -1.5411
C -3.331 0.892 -0.676 -0.73 -0.18 -0.62 -0.8487
C -2.228 0.577 -0.021 -0.09 0.42 0.67 -0.0319
H 3.288 1.532 0.340 -0.07 0.40 -0.21 0.3052
H 2.524 1.301 -1.300 -0.02 0.23 0.19 0.3289
H 3.701 0.195 -0.723 -0.18 -0.30 0.18 0.3601
H 1.331 -0.876 -1.591 -0.25 -0.51 -0.02 0.3285
H 1.300 -2.138 -0.272 -0.03 0.03 0.36 0.2959
H -0.915 -0.220 -1.613 -0.58 0.42 -0.29 0.2950
H 0.504 -1.601 1.888 -0.44 -0.38 -0.12 0.3913
H 0.139 -0.031 2.311 -0.22 0.17 -0.11 0.3171
H -1.246 -1.009 1.885 -0.11 -0.53 -0.20 0.4748
H -3.419 0.702 -1.745 -0.22 -0.16 0.20 0.2596
H -4.190 1.287 -0.138 0.24 0.28 -0.32 0.2584
H -2.156 0.990 0.983 0.09 -0.62 0.22 0.3162
```
Positions in Å, forces in eV/Å.

Properties
HOMO level: -0.2660 hartree
lowest unoccupied orbital energy: -0.02108 Ha
Kohn-Sham gap: 6.7 eV
energy relative to the best compared isomer or geometry (same formula, charge and spin): 113.4 kcal per mole


Number 1: maximum force 0.092 Eh/bohr. Number 2: maximum force 0.052 Eh/bohr. Number 3: maximum force 0.060 Eh/bohr.